18
Properties=species:S:1:pos:R:3:lowdin_charge:R:1 method="wB97M-V/def2-TZVPD" gap_ev=9.903 homo_energy_ev=-8.78 max_force_ev_per_a=4.68
P -1.30665 -0.83085 -0.45608 0.896
C -2.12405 -2.22665 0.61032 -0.309
C 1.20202 1.24291 -0.26825 -0.234
C -1.54175 0.62760 0.68898 -0.414
C 2.41320 1.20564 0.23372 -0.009
C 0.62203 2.02721 -1.34814 -0.122
C -0.19904 0.10013 0.69232 -0.406
H 3.27858 1.75410 -0.10039 0.058
H 2.54227 0.60166 1.10773 0.043
H -0.32041 2.45624 -1.17344 0.035
H -1.66448 1.61664 0.06137 0.080
H 0.22937 -0.24652 1.56842 0.044
H -2.07710 -3.04516 -0.07114 -0.019
H -3.15452 -1.92420 0.71673 0.014
H -2.19214 0.55358 1.59331 0.085
H 1.42286 2.83284 -1.52951 0.108
H -1.35430 -2.42825 1.42749 0.054
H 0.65896 1.52906 -2.34575 0.094